1.
ORCA calculation (ωB97M-V/def2-TZVPD) on a 2-piece molecular cluster, C4H11N3O2 overall at a distorted geometry.

Values from the calculation:
- Lowest unoccupied orbital energy: 0.02379 Eh
- Max |F|: 6.162 eV Å⁻¹
- HOMO-LUMO gap: 9.758 eV
- SMILES string: CN=C(N)N.CC(=O)O

The geometry in XYZ format:
```
20
Properties=species:S:1:pos:R:3:forces:R:3:lowdin_charge:R:1
O 0.243054 1.684257 -1.294088 0.10 -4.17 -4.54 0.16
O 2.145983 2.646042 -0.734456 -0.41 -0.41 -0.73 0.07
N -2.279507 0.404842 0.689348 -2.24 0.29 2.54 0.08
N -1.135469 -0.393994 2.560393 1.29 -0.97 -1.05 0.08
N -0.917956 -1.512435 0.426781 -1.24 2.73 -1.14 0.00
C 1.499456 1.916640 -1.459501 3.41 0.40 -0.88 -0.55
C -1.385285 -0.558644 1.139135 0.25 -1.78 0.88 -0.51
C 0.044952 -2.458372 0.807853 0.90 -0.44 1.79 -0.17
C 2.147070 0.949650 -2.618576 -0.32 5.02 1.74 0.06
H -1.878862 -0.125194 3.189258 0.27 0.48 -0.46 0.07
H -0.184379 2.178898 -0.707151 -2.37 3.53 4.34 0.05
H 2.624289 0.394874 -1.875172 1.27 -2.01 0.04 0.06
H 0.649950 -2.890519 0.006455 -0.29 0.51 -0.39 0.06
H 2.776959 1.557789 -3.317748 -0.18 -0.65 1.10 0.10
H 0.770191 -2.013944 1.547735 -0.63 -0.89 -0.29 0.08
H -0.217854 0.038191 2.678042 -0.73 -0.07 0.57 0.08
H -2.472335 0.580364 -0.237980 0.22 -0.44 -2.65 0.04
H 1.324730 0.622522 -3.139585 -1.55 -1.73 -1.01 0.03
H -0.521990 -3.323012 1.201567 0.54 0.24 0.39 0.09
H -3.233005 0.302051 1.137691 1.72 0.36 -0.26 0.12
```
Forces are in eV/Å.


2.
ORCA calculation (ωB97M-V/def2-TZVPD) on C38H57BiClF2N9O16Si as an isolated structure.

Values from the calculation:
- Lowest unoccupied orbital energy: 0.13958 Eh
- Charge: -2
- Max |F|: 0.528 eV Å⁻¹
- HOMO-LUMO gap: 8.266 eV

The geometry in XYZ format:
```
125
Properties=species:S:1:pos:R:3:forces:R:3:lowdin_charge:R:1
Bi -0.114512 0.330184 1.243583 -0.15 0.02 0.03 2.00
Cl -5.307016 5.710137 1.441609 0.02 -0.01 0.00 0.61
Si 1.412011 -2.825223 0.410769 -0.06 0.07 0.10 0.04
F -1.188190 -0.721508 2.692984 0.03 -0.12 0.10 -0.50
F 3.668817 6.783834 3.520804 0.00 0.00 0.00 0.07
O 1.047372 -1.315750 0.792187 0.04 -0.06 -0.03 -0.40
O 4.588723 8.522725 1.520102 0.02 0.02 0.00 0.06
O -3.067925 0.524055 0.729204 -0.01 0.24 -0.07 -0.05
O 2.611536 2.080109 4.059108 0.11 0.07 0.07 0.04
O 3.811128 -0.245397 -0.640785 0.16 0.21 -0.05 -0.09
O 1.271687 0.640856 3.000148 -0.04 0.02 0.18 -0.21
O 0.476984 -1.673003 4.783549 -0.01 0.06 -0.04 -0.09
O -0.765723 2.380744 3.100580 -0.09 0.05 -0.04 -0.13
O 2.467872 -2.744773 -0.856858 -0.07 0.03 -0.02 -0.13
O 2.123419 -3.623955 1.649605 0.01 -0.12 -0.06 -0.10
O -1.856707 -1.070169 -0.075800 0.02 0.01 -0.13 -0.15
O 0.168045 -3.763285 -0.074160 -0.10 0.01 0.03 -0.10
O 4.742009 5.098354 -1.457164 0.02 -0.02 -0.05 0.07
O 1.474230 3.880219 0.637657 -0.05 0.09 -0.16 -0.01
O 1.979891 1.702557 0.392482 -0.20 -0.20 -0.10 -0.15
O -3.983467 -1.043125 -0.443727 -0.10 0.05 -0.23 -0.03
N -0.946978 1.824774 -1.583420 0.04 0.09 -0.33 0.10
N -5.145114 2.726959 -4.163563 -0.02 0.02 0.01 0.06
N 1.731161 0.591961 -2.992119 0.01 -0.02 0.02 0.03
N -4.936350 1.617634 -3.433227 0.10 0.03 -0.04 -0.04
N -5.530415 2.404210 -5.343329 0.02 -0.02 0.02 0.06
N -2.980781 -0.518022 0.066046 0.09 -0.38 0.36 -0.57
N 4.646315 6.764960 0.077607 0.04 0.00 -0.02 0.21
N -3.114601 2.072120 -1.896074 0.06 0.12 -0.23 -0.01
N 4.079280 4.599435 0.680956 0.03 0.04 -0.02 0.01
C 3.378468 -3.428126 2.306312 -0.01 0.06 0.02 -0.63
C -4.138564 3.578135 2.644634 -0.01 0.00 0.01 -0.07
C -5.583108 1.029059 -5.413824 -0.02 0.02 -0.05 -0.24
C -1.362794 2.988938 -0.970273 0.12 -0.07 0.11 -0.13
C 2.247304 2.927879 0.459095 0.16 -0.01 0.10 -0.64
C 1.556895 1.787005 3.515233 -0.04 -0.01 -0.32 -0.62
C 2.483468 -3.375766 -2.141607 0.05 -0.04 0.01 -0.62
C -2.696515 3.153838 -1.147112 -0.04 -0.05 0.14 -0.05
C -5.916941 -1.170673 -6.219333 0.01 0.00 0.02 -0.10
C -3.925792 4.765559 1.964616 -0.02 0.01 0.02 -0.68
C -2.651398 5.214076 1.689945 0.03 0.02 0.02 -0.12
C -1.565597 4.443437 2.086184 -0.03 -0.04 0.01 0.00
C 3.756020 3.209340 0.378906 0.10 0.01 0.02 -0.02
C -5.948082 0.180125 -6.465633 0.00 -0.01 0.00 -0.03
C 3.750085 -2.879997 -2.828845 0.01 -0.01 -0.03 -0.03
C -2.020001 -4.631754 -0.205545 0.00 0.00 0.01 -0.03
C -0.135710 -5.972855 0.774625 -0.02 -0.03 0.02 -0.03
C 4.497421 5.442274 -0.319602 -0.05 0.02 0.04 -0.47
C -3.275627 1.520823 3.811268 0.00 -0.01 0.00 -0.03
C -5.201408 0.511920 -4.179817 -0.07 -0.06 0.02 -0.18
C 1.255717 -2.966126 -2.948340 -0.02 0.01 -0.03 -0.02
C 3.192211 -3.978144 3.714643 0.01 0.00 -0.01 -0.03
C 2.542354 -4.889570 -1.953779 -0.03 -0.02 -0.01 -0.02
C -2.025742 0.067286 -2.974364 0.05 0.04 0.00 0.01
C 4.435580 -4.222562 1.544651 0.02 -0.02 0.02 -0.03
C 0.531907 2.912257 3.376499 -0.08 0.04 0.11 -0.09
C -0.758785 -4.585536 0.646439 0.09 0.00 -0.02 -0.63
C 3.943487 6.354287 2.277230 0.03 0.01 -0.04 -0.18
C 4.409689 7.336565 1.320414 -0.06 -0.02 0.04 -0.42
C -4.488697 1.688401 -2.056514 -0.10 -0.07 0.13 -0.06
C -3.067377 2.801874 3.060677 -0.01 0.01 0.00 -0.19
C -2.007998 1.307493 -2.150553 0.01 -0.08 0.22 -0.36
C -5.536207 -1.682356 -4.956177 -0.01 0.01 -0.02 -0.08
C -1.062946 -4.008709 2.021545 0.02 -0.02 0.04 -0.02
C 3.757851 -1.953907 2.351445 0.04 0.00 -0.03 -0.02
C -5.174730 -0.863445 -3.914266 0.00 -0.01 0.01 -0.01
C -1.775137 3.242102 2.749988 0.11 -0.07 0.01 -0.22
C 3.784352 5.070786 1.934298 -0.03 -0.02 0.07 0.06
H 3.305934 -1.071947 -0.611953 -0.02 0.02 -0.17 -0.02
H 4.130471 2.971138 -0.612964 -0.01 0.03 -0.01 0.13
H 3.407582 -5.157421 -1.344155 0.01 0.00 0.01 0.08
H -4.876167 -1.258665 -2.951650 -0.01 0.01 0.02 0.10
H 4.146093 -5.274643 1.489375 0.00 -0.01 0.00 0.08
H 3.939524 -1.557909 1.350090 0.03 -0.02 0.08 0.07
H 2.376692 -3.448333 4.208808 -0.01 0.00 0.01 0.07
H 0.509583 3.484296 4.305510 -0.03 -0.02 0.03 0.14
H 4.258881 2.564809 1.100793 -0.01 -0.03 -0.02 0.14
H 2.627818 -5.388258 -2.922417 0.01 0.00 -0.01 0.08
H 3.426013 4.335925 2.645604 -0.01 -0.03 0.03 0.15
H -2.426720 -3.626927 -0.315939 0.00 0.03 -0.02 0.07
H -2.722966 -0.669402 -2.577377 -0.01 -0.04 0.01 0.05
H 2.947274 -5.042445 3.669624 -0.02 0.01 0.01 0.08
H -0.660688 3.599491 -0.425038 0.01 0.01 -0.02 0.08
H -3.071036 0.661370 3.173041 0.02 -0.02 -0.02 0.06
H 0.055680 -6.395128 -0.214767 -0.01 0.00 0.01 0.07
H 1.251368 -3.496590 -3.904660 0.01 0.01 -0.01 0.08
H 2.659030 0.514541 -2.581008 -0.01 -0.02 0.02 -0.01
H -0.161924 -3.963303 2.635975 -0.01 0.00 -0.01 0.08
H 1.273761 -1.893907 -3.152871 0.02 -0.01 0.02 0.06
H 1.640934 -5.243860 -1.454178 0.01 0.01 -0.02 0.06
H -5.524074 -2.754338 -4.807906 0.00 -0.01 0.00 0.10
H -1.796039 -4.639699 2.531100 0.00 0.00 -0.01 0.09
H -4.650044 0.704535 -1.612657 -0.04 0.01 0.01 0.11
H -0.306352 -1.511181 4.233051 0.01 -0.03 -0.07 0.00
H 0.808001 -5.903754 1.316912 0.01 0.01 0.01 0.08
H -1.786037 -5.030596 -1.195941 0.00 0.01 0.00 0.08
H 4.106165 -3.852921 4.300063 0.01 -0.01 0.00 0.08
H -0.569054 4.760851 1.819248 0.10 -0.01 0.01 0.10
H -0.806974 -6.644354 1.315741 0.00 -0.01 0.00 0.08
H -3.392885 3.886656 -0.777007 0.00 0.01 -0.02 0.11
H -5.148849 3.251478 2.855253 0.00 0.00 0.00 0.11
H -2.288026 0.287723 -4.012490 -0.03 -0.01 0.02 0.09
H 1.086833 -1.026281 4.400713 0.03 0.02 0.04 0.00
H 3.816707 -3.289943 -3.839239 0.00 -0.02 0.00 0.08
H -6.238469 0.583542 -7.426288 0.00 0.00 -0.01 0.10
H -1.468999 -3.003621 1.937298 -0.03 0.13 -0.02 0.07
H 4.673181 -1.824383 2.934106 0.01 -0.01 0.00 0.09
H 0.342993 -3.216645 -2.408198 0.00 -0.02 0.01 0.08
H 3.235998 0.405420 -0.198967 -0.08 -0.02 0.00 0.00
H -2.773097 -5.271445 0.261098 0.00 -0.01 0.00 0.08
H 2.970251 -1.357092 2.805214 -0.06 0.03 0.06 0.07
H -1.029181 -0.367128 -2.960245 0.01 0.01 0.01 0.07
H -5.102180 2.414361 -1.527581 0.02 0.01 -0.03 0.14
H 1.096548 0.378387 -2.226113 0.02 0.07 0.01 -0.02
H 4.538389 -3.832983 0.530806 0.00 0.01 0.00 0.07
H 4.632432 -3.187873 -2.264129 0.01 0.01 0.01 0.09
H 3.743686 -1.792167 -2.893730 -0.02 0.00 0.01 0.07
H 5.402952 -4.148776 2.047533 0.00 0.00 0.00 0.08
H 4.956515 7.392146 -0.649355 -0.01 -0.01 0.01 0.16
H 1.569918 1.580819 -3.154902 0.01 0.00 -0.01 0.00
H 0.869457 3.548404 2.558269 -0.01 -0.02 0.06 0.09
H -2.497608 6.139404 1.151830 0.00 0.00 0.00 0.11
H -2.587666 1.448796 4.653850 -0.01 0.01 0.01 0.09
H -6.186327 -1.865708 -7.004155 0.00 -0.01 0.00 0.09
H -4.301664 1.459989 4.175155 -0.01 -0.01 -0.01 0.08
```
Forces are in eV/Å.


3.
ORCA calculation (ωB97M-V/def2-TZVPD) on an isolated ion of composition C2H9N6 and charge +1 at a distorted geometry.

Values from the calculation:
- Lowest unoccupied orbital energy: -0.16143 Eh
- Charge: +1
- Max |F|: 4.658 eV Å⁻¹
- HOMO-LUMO gap: 8.890 eV
- SMILES string: NNN/C(N)=C\N=[NH2+]

The geometry in XYZ format:
```
17
Properties=species:S:1:pos:R:3:forces:R:3:lowdin_charge:R:1
N -0.587484 1.873279 0.235691 2.71 -1.13 -3.61 -0.05
N 1.708106 -1.365365 2.481344 -1.55 0.18 0.65 0.11
N -0.503603 -1.205038 -1.597178 -0.71 1.75 0.21 0.15
N 0.732565 -0.976616 1.725485 -0.59 1.86 -0.83 0.00
N -0.485202 2.741224 -0.902102 -1.63 0.43 1.31 0.02
N -1.009765 0.630983 -0.333375 0.15 0.01 1.80 0.06
C 0.579824 -1.227293 0.463635 -0.09 0.69 0.09 -0.09
C -0.299658 -0.475835 -0.436945 -0.29 -2.62 -0.85 -0.25
H 0.114937 -1.989431 -1.829843 -0.85 0.59 0.08 0.13
H -1.542266 0.808717 -1.148357 -0.91 0.22 -0.79 0.12
H -1.445976 2.852857 -1.325254 1.56 0.02 0.16 0.11
H 1.524522 -1.364324 3.477747 -0.03 0.42 -0.19 0.14
H 2.303780 -2.065491 2.178249 1.55 -1.76 -0.84 0.10
H -1.078660 2.225561 0.997804 -1.58 0.50 1.07 0.11
H 0.216802 2.393936 -1.552105 -0.26 0.13 0.28 0.09
H 0.943339 -2.054234 -0.132909 1.15 -0.29 0.68 0.11
H -1.171262 -0.802930 -2.301885 1.36 -1.02 0.79 0.15
```
Forces are in eV/Å.


4.
ORCA calculation (ωB97M-V/def2-TZVPD) on the molecule CH2N2O at a distorted geometry.

Values from the calculation:
- Lowest unoccupied orbital energy: -0.00194 Eh
- Max |F|: 5.279 eV Å⁻¹
- HOMO-LUMO gap: 8.971 eV
- SMILES string: [H]/N=N\C=O

The geometry in XYZ format:
```
6
Properties=species:S:1:pos:R:3:forces:R:3:lowdin_charge:R:1
O 1.391934 -0.370319 -0.137976 -2.66 -0.97 -0.18 0.01
N -0.992831 -0.036790 0.789083 -0.72 -4.55 -2.58 -0.02
N -0.530445 0.941123 1.202059 1.41 3.17 1.36 0.00
C 0.289120 -0.869946 -0.202092 1.18 1.89 1.30 -0.13
H 0.016994 -1.776217 -0.751707 -0.05 -0.05 -0.02 0.10
H 0.448105 1.027268 0.869703 0.83 0.51 0.12 0.05
```
Forces are in eV/Å.


5.
ORCA calculation (ωB97M-V/def2-TZVPD) on a 2-piece molecular cluster, CHFO2 overall at a distorted geometry.

Values from the calculation:
- Lowest unoccupied orbital energy: -0.01816 Eh
- Max |F|: 10.027 eV Å⁻¹
- HOMO-LUMO gap: 12.111 eV

The geometry in XYZ format:
```
5
Properties=species:S:1:pos:R:3:forces:R:3:lowdin_charge:R:1
F -1.466347 -1.442080 0.256690 -4.65 -8.17 -3.49 0.00
O 0.679969 1.527554 -0.485207 -0.69 0.09 0.12 0.08
O 1.574319 0.340327 -0.367744 0.13 -0.74 0.14 0.09
C 0.324281 0.348432 0.023782 1.06 1.25 -0.24 -0.02
H -1.112223 -0.774233 0.572478 4.14 7.57 3.47 -0.14
```
Forces are in eV/Å.


6.
ORCA calculation (ωB97M-V/def2-TZVPD) on C18H33N2O9P2ReSSb as an isolated structure.

Values from the calculation:
- Lowest unoccupied orbital energy (spin up / spin down): -0.22856 / -0.22907 Eh
- 2S+1: 4
- Charge: +2
- Max |F|: 0.988 eV Å⁻¹
- HOMO-LUMO gap (spin up / spin down): 7.284 / 6.206 eV

The geometry in XYZ format:
```
67
Properties=species:S:1:pos:R:3:forces:R:3:lowdin_charge:R:1
Re 1.473106 -1.052939 0.551544 0.96 -0.25 0.03 1.36
Sb -1.211580 1.611802 0.704720 0.39 0.18 0.66 1.83
S 3.665326 0.259078 -3.200319 0.09 0.04 -0.11 1.17
P -0.201301 -0.734446 2.956258 -0.12 0.20 -0.20 0.28
P -1.020837 -2.265956 0.837939 -0.02 0.09 -0.34 0.22
O 4.447779 -2.408819 -0.690987 0.07 0.11 0.06 0.12
O 0.028833 -3.311820 0.910079 -0.21 0.03 0.06 -0.29
O 3.413656 -1.487291 1.104277 -0.28 -0.02 -0.36 -0.24
O 1.140573 -1.396424 2.750529 -0.50 0.50 -0.22 -0.35
O -0.300982 0.653088 2.281003 -0.41 -0.36 -0.02 -0.42
O -0.645977 -0.998771 0.018980 -0.02 -0.38 0.41 -0.49
O -2.413273 -2.753890 0.310605 0.01 0.15 0.11 -0.05
O -1.359934 -1.655515 2.323823 0.35 0.07 0.02 -0.22
O -0.621040 -0.483282 4.434429 0.11 -0.10 -0.12 -0.02
N 2.098557 -0.654491 -1.404191 -0.27 -0.30 -0.07 -0.15
N 2.765453 -3.843609 2.098042 0.06 0.02 -0.04 0.19
C -2.888565 2.165259 3.196870 -0.03 0.09 0.07 -0.11
C -2.007557 0.664205 -2.104687 -0.20 0.07 -0.14 -0.10
C 3.154629 0.092565 -1.603447 0.12 0.12 0.12 -0.47
C 0.577370 -2.093534 -2.788885 -0.05 -0.07 0.05 -0.03
C 0.013380 3.926804 -0.648241 0.05 0.03 -0.06 -0.11
C 3.946217 -2.475577 0.397744 -0.04 0.14 0.00 -0.62
C 2.383373 -0.786208 -3.713325 0.04 0.05 -0.15 -0.44
C -2.163767 2.924656 2.088321 -0.13 -0.05 -0.13 -0.49
C 1.036291 -2.085418 -5.170454 -0.02 -0.01 0.04 -0.05
C 2.093504 -1.218364 -5.007923 -0.01 -0.01 0.01 -0.06
C 0.511456 2.604494 -0.055455 -0.15 -0.12 -0.13 -0.51
C 3.904332 -3.822574 1.114007 -0.17 -0.11 0.21 -0.02
C -2.654662 1.181609 -0.835541 0.18 -0.27 0.21 -0.48
C 1.563265 2.802705 1.021681 0.14 0.10 -0.03 -0.12
C -3.105770 3.855318 1.316536 -0.05 0.04 0.13 -0.12
C 1.634501 -1.200585 -2.615984 0.04 0.11 0.22 -0.29
C 0.290032 -2.523735 -4.064967 0.00 0.00 -0.07 -0.05
C -3.819547 0.360955 -0.309110 -0.11 0.02 -0.25 -0.09
H 0.849432 4.421347 -1.146873 -0.01 -0.01 0.01 0.10
H 2.383202 3.382188 0.588786 0.00 -0.02 0.05 0.10
H -0.337924 -1.121627 5.102899 0.00 -0.03 0.03 0.13
H -2.938785 2.236799 -0.945506 -0.09 -0.02 -0.07 0.09
H -3.488565 4.619257 1.996639 0.01 -0.03 0.00 0.10
H -3.296384 2.889214 3.905586 -0.01 0.00 -0.03 0.10
H 0.868532 1.946907 -0.849978 0.11 0.03 -0.01 0.07
H 2.733634 -2.932084 2.574080 0.02 0.01 0.00 0.12
H -1.136093 1.245250 -2.412145 0.01 0.02 0.03 0.08
H 2.862496 -4.585118 2.790341 0.01 -0.04 -0.04 0.18
H -1.718338 -0.377934 -2.015653 0.01 -0.03 0.03 0.06
H 3.688315 0.560261 -0.787252 -0.01 -0.02 -0.03 0.10
H -2.631138 4.380293 0.487082 0.04 -0.01 -0.01 0.06
H -1.317946 3.477327 2.503942 -0.04 0.07 0.04 0.10
H 0.787641 -2.444550 -6.160018 0.00 0.00 0.02 0.12
H -3.730013 1.587747 2.810720 0.00 -0.01 -0.02 0.08
H 1.181795 3.370014 1.872155 -0.03 0.02 -0.01 0.09
H 1.970156 1.865093 1.397697 -0.03 -0.06 -0.02 0.05
H -0.342019 4.606425 0.127598 0.00 -0.01 0.01 0.08
H 0.015836 -2.461815 -1.941502 0.03 0.04 -0.01 0.09
H -3.526381 -0.665114 -0.097185 0.02 0.02 0.00 0.06
H -3.972424 3.312830 0.931379 0.03 0.00 0.02 0.08
H 4.828127 -3.973556 1.668886 0.04 0.01 -0.01 0.15
H -0.520453 -3.224442 -4.217673 0.02 0.01 -0.01 0.12
H -4.279021 0.793994 0.578325 0.02 0.03 0.04 0.07
H 1.849732 -3.937714 1.632676 -0.05 0.03 -0.03 0.11
H 2.686200 -0.892151 -5.852082 -0.01 0.00 0.02 0.12
H -2.629438 -3.678980 0.489945 0.01 -0.05 -0.01 0.12
H 3.778076 -4.623936 0.393606 -0.01 -0.04 0.01 0.14
H -2.748004 0.745586 -2.906498 0.05 -0.01 0.01 0.11
H -4.587936 0.324112 -1.086336 0.01 -0.01 0.03 0.11
H -2.235089 1.501998 3.759186 0.03 0.02 -0.02 0.05
H -0.774080 3.803066 -1.396715 0.02 -0.02 0.03 0.08
```
Forces are in eV/Å.